DFT (the ωB97M-V functional and the def2-TZVPD basis) results for a structure of composition C30H38N5O3Pd.

Properties
Orbital gap ... 5.64 eV
Energy above the lowest of the compared OMol25 structures with the same formula, charge and spin ... 0.00 kJ/mol
Molar mass ... 623.1 g/mol
DFT total energy ... -48799.5008 eV
LUMO energy ... 0.1054 Eh

```
! wB97M-V def2-TZVPD RIJCOSX def2/J DEFGRID3
* xyz -1 1
Pd -1.431 -0.763 -0.374
C -2.972 -3.466 -0.050
N -2.124 -3.023 1.056
C -2.309 -3.909 2.192
C -2.193 -1.572 1.324
O -3.210 -0.910 0.903
C -1.546 -1.249 2.668
O -1.088 0.076 2.870
C -2.077 1.070 2.843
C -2.241 1.674 1.450
O -1.358 1.604 0.618
N -3.427 2.301 1.187
C -4.344 2.746 2.210
C -3.665 2.741 -0.174
H -2.647 -4.463 -0.357
H -4.034 -3.513 0.238
H -2.856 -2.781 -0.887
H -2.174 -4.937 1.849
H -1.571 -3.713 2.970
H -3.317 -3.830 2.640
H -2.276 -1.482 3.467
H -0.664 -1.872 2.802
H -3.029 0.668 3.203
H -1.740 1.859 3.525
H -4.557 1.963 2.937
H -3.960 3.620 2.753
H -5.285 3.022 1.736
H -3.030 2.155 -0.836
H -4.709 2.564 -0.436
H -3.439 3.806 -0.306
C 1.938 2.776 -1.251
C 3.196 2.332 -0.554
C 3.964 3.271 0.123
C 5.113 2.931 0.823
C 5.518 1.607 0.845
C 4.779 0.653 0.172
C 3.614 0.987 -0.521
N 2.965 -0.028 -1.245
C 1.512 -0.190 -1.282
N 1.104 -0.039 -2.555
C -0.147 -0.129 -3.231
C -1.339 -0.388 -2.545
C -2.460 -0.529 -3.381
C -2.405 -0.436 -4.765
C -1.206 -0.114 -5.383
C -0.061 0.070 -4.621
C 1.223 0.484 -5.303
N 0.827 -0.531 -0.256
C 1.421 -0.684 1.005
C 1.618 0.400 1.859
C 2.233 0.229 3.085
C 2.653 -1.029 3.486
C 2.415 -2.121 2.661
C 1.800 -1.972 1.425
C 1.508 -3.139 0.522
H 1.839 3.859 -1.181
H 1.046 2.327 -0.806
H 1.948 2.499 -2.307
H 3.644 4.307 0.097
H 5.679 3.690 1.349
H 6.403 1.311 1.394
H 5.085 -0.387 0.206
H 3.394 -0.925 -1.059
H 1.881 0.149 -3.162
H -3.431 -0.718 -2.929
H -3.294 -0.596 -5.368
H -1.155 0.003 -6.461
H 1.037 0.690 -6.356
H 1.990 -0.297 -5.253
H 1.636 1.395 -4.858
H 1.242 1.370 1.565
H 2.390 1.086 3.730
H 3.146 -1.163 4.441
H 2.725 -3.111 2.980
H 1.647 -4.089 1.040
H 2.159 -3.127 -0.359
H 0.478 -3.070 0.164
*
```